(1)
The following is a quantum chemistry calculation of C30H33BrN8O2V as an isolated structure, from the Open Molecules 2025 dataset.

```
75
Properties=species:S:1:pos:R:3:mulliken_charge:R:1
V -0.55 -0.16 -0.33 0.299
C 1.79 -0.42 3.50 -2.385
C 2.00 0.30 2.18 1.427
C 1.37 1.54 1.98 1.216
C 0.51 2.10 3.10 -2.537
C 1.62 2.25 0.79 1.179
C 1.18 3.69 0.63 -2.275
C 2.37 1.66 -0.23 1.393
C 2.55 2.39 -1.53 -2.719
C 2.99 0.42 -0.02 1.267
C 3.84 -0.12 -1.16 -2.580
C 2.85 -0.24 1.20 1.191
C 3.61 -1.51 1.55 -2.382
H 0.86 -1.00 3.48 0.320
H 1.72 0.28 4.33 0.427
H 2.60 -1.11 3.72 0.517
H 1.13 2.48 3.92 0.524
H -0.15 1.34 3.50 0.415
H -0.11 2.92 2.75 0.169
H 0.34 3.80 -0.07 0.244
H 2.01 4.28 0.22 0.485
H 0.90 4.14 1.58 0.487
H 3.46 3.01 -1.52 0.426
H 1.70 3.04 -1.74 0.432
H 2.63 1.70 -2.37 0.517
H 3.20 -0.34 -2.03 0.340
H 4.37 -1.03 -0.90 0.272
H 4.58 0.62 -1.48 0.553
H 4.34 -1.31 2.34 0.495
H 4.16 -1.92 0.70 0.254
H 2.94 -2.30 1.91 0.476
Br 2.31 -5.26 6.53 -0.187
C 1.13 -5.68 5.12 0.165
C 1.35 -6.81 4.36 -0.554
C 0.44 -7.14 3.35 -0.125
C -0.66 -6.34 3.09 0.049
C -0.86 -5.20 3.87 -0.064
C 0.03 -4.88 4.89 -0.665
N -1.64 -6.89 2.15 -0.447
N -2.45 -6.21 1.48 -0.467
C -2.27 -4.81 1.15 -0.044
C -3.43 -4.07 1.14 -0.270
C -3.46 -2.68 0.98 -0.939
C -2.29 -2.00 0.70 0.835
O -2.17 -0.72 0.55 -0.624
C -1.09 -2.80 0.51 -0.473
N -0.01 -2.07 0.06 0.522
C 1.13 -2.72 -0.15 -0.598
C 1.26 -4.10 0.06 -1.282
C 0.19 -4.83 0.49 -0.721
C -1.05 -4.18 0.75 0.973
H 2.21 -7.44 4.55 0.421
H 0.59 -8.03 2.75 0.456
H -1.72 -4.57 3.70 0.380
H -0.14 -4.00 5.50 0.450
H -4.35 -4.61 1.37 0.384
H -4.38 -2.12 1.08 0.464
H 1.95 -2.13 -0.54 0.760
H 2.21 -4.58 -0.13 0.496
H 0.29 -5.89 0.59 0.598
C -0.57 -1.64 -3.28 -1.450
C -0.33 -0.65 -2.17 0.682
O 0.48 0.32 -2.28 -0.602
H -0.72 -1.12 -4.23 0.402
H -1.42 -2.27 -3.05 0.317
H 0.32 -2.27 -3.38 0.283
N -3.34 3.58 1.66 -0.648
N -2.72 2.92 0.61 0.949
N -3.18 2.99 -0.62 -1.157
C -2.35 2.17 -1.25 -0.372
N -1.44 1.66 -0.40 0.458
N -1.70 2.17 0.79 0.118
H -3.93 4.30 1.28 0.310
H -2.64 3.93 2.30 0.257
H -2.40 1.94 -2.30 0.516
```

Results
- Total charge: 0
- ⟨S²⟩: 3.777
- Frontier orbital gap (spin up / spin down): 6.133 / 7.121 eV
- Maximum force: 0.034 Eh/bohr
- Spin multiplicity: 4
- HOMO level (spin up / spin down): -6.2 / -7.3 eV
- ΔE to the lowest compared entry with this formula, charge and spin: 0.8848 eV
- DFT total energy: -143388.57521 eV



(2)
The following is a quantum chemistry calculation of an isolated molecule of C3H4N2, from the Open Molecules 2025 dataset.

```
9
Properties=species:S:1:pos:R:3:mulliken_charge:R:1
C 0.22 0.37 0.35 0.351
C -0.24 -0.55 -0.64 -0.304
C -0.33 -1.33 -1.60 0.012
H -1.73 0.85 1.06 0.258
H -0.38 1.40 2.02 0.281
H 1.99 -0.35 -0.09 0.249
H -0.38 -1.87 -2.64 0.327
N -0.68 1.03 1.04 -0.501
N 1.53 0.45 0.49 -0.674
```

Results
- Total charge: 0
- Frontier orbital gap: 9.970 eV
- Maximum force: 0.113 Eh/bohr
- Structure (SMILES): [H]/N=C(/N)C#C
- Spin multiplicity: 1
- HOMO level: -9.1 eV
- ΔE to the lowest compared entry with this formula, charge and spin: 2.8139 eV
- DFT total energy: -6153.08687 eV



(3)
The following is a quantum chemistry calculation of C23H19O7ReS3 as an isolated structure, from the Open Molecules 2025 dataset.

```
53
Properties=species:S:1:pos:R:3:mulliken_charge:R:1
Re 0.93 0.73 -0.12 1.299
O 2.61 0.20 2.21 -0.353
S 1.25 0.60 2.85 1.594
O 1.03 -0.13 4.03 -0.652
O 0.22 0.42 1.79 -0.579
C 1.26 2.33 3.25 0.176
C 1.46 2.57 4.60 -0.753
C 1.39 3.86 5.12 -0.703
C 1.12 4.92 4.28 -0.656
C 0.93 4.70 2.92 -0.518
C 1.00 3.42 2.38 0.219
S 0.87 3.38 0.60 1.669
O 0.89 4.71 0.12 -0.661
O 2.04 2.51 0.19 -0.518
O -0.30 2.55 0.19 -0.652
H 1.64 1.73 5.26 0.539
H 1.55 4.01 6.17 0.430
H 1.05 5.92 4.67 0.430
H 0.75 5.53 2.25 0.568
C 6.36 1.17 -0.98 -0.650
C 6.02 1.62 0.29 -0.760
C 4.84 1.23 0.89 -0.511
C 3.98 0.37 0.22 0.714
C 2.67 -0.03 0.74 0.554
C 1.92 -1.13 0.18 -0.492
C 2.35 -1.58 -1.13 -0.878
C 3.43 -1.05 -1.74 -1.173
C 4.31 -0.11 -1.06 0.748
C 5.51 0.31 -1.65 -0.892
H 7.28 1.49 -1.44 0.408
H 6.69 2.30 0.82 0.424
H 4.58 1.59 1.87 0.513
H 1.33 -1.78 0.82 0.695
H 1.76 -2.35 -1.63 0.481
H 3.72 -1.38 -2.73 0.421
H 5.77 -0.06 -2.63 0.427
C -3.15 -0.06 -1.23 -1.103
S -1.98 -0.68 -0.04 0.557
O -0.63 -0.54 -0.80 -0.624
C -2.33 -2.40 -0.05 0.624
C -2.79 -2.96 1.14 -0.409
C -3.08 -4.32 1.17 -0.612
C -2.90 -5.09 0.04 -0.413
C -2.43 -4.52 -1.14 -0.729
C -2.15 -3.17 -1.20 -0.316
H -3.00 -0.57 -2.19 0.361
H -2.98 1.01 -1.33 0.380
H -4.15 -0.26 -0.85 0.421
H -2.90 -2.34 2.02 0.396
H -3.44 -4.76 2.09 0.400
H -3.12 -6.15 0.07 0.410
H -2.29 -5.14 -2.02 0.397
H -1.77 -2.72 -2.11 0.348
```

Results
- Total charge: +1
- ⟨S²⟩: 0.757
- Frontier orbital gap (spin up / spin down): 7.173 / 7.161 eV
- Maximum force: 0.010 Eh/bohr
- Spin multiplicity: 2
- HOMO level (spin up / spin down): -10.7 / -10.7 eV
- DFT total energy: -73118.94420 eV



(4)
The following is a quantum chemistry calculation of an isolated molecule of C4H7N3O, from the Open Molecules 2025 dataset.

```
15
Properties=species:S:1:pos:R:3:mulliken_charge:R:1
C -0.85 -0.24 -0.23 -0.199
C -0.34 1.14 0.35 -0.153
C 1.80 0.83 -0.12 -0.023
C 0.15 -0.18 0.91 -0.133
H -2.38 -1.36 -0.21 0.246
H -2.82 0.11 -0.69 0.276
H -0.59 -0.46 -1.31 0.253
H -1.12 1.77 0.83 0.370
H 2.86 1.03 -0.32 0.382
H 1.29 -1.41 -1.14 0.362
H 0.02 -0.70 1.92 0.378
N -2.17 -0.42 0.00 -0.670
N 0.78 1.67 -0.35 -0.606
N 1.56 -0.28 0.52 -0.063
O 1.80 -1.51 -0.17 -0.421
```

Results
- Total charge: 0
- Frontier orbital gap: 9.092 eV
- Maximum force: 0.116 Eh/bohr
- Structure (SMILES): N[C@H]1[C@@H]2N=CN(O)[C@H]12
- Spin multiplicity: 1
- HOMO level: -8.6 eV
- ΔE to the lowest compared entry with this formula, charge and spin: 5.2179 eV
- DFT total energy: -10774.52941 eV



(5)
The following is a quantum chemistry calculation of C24H33N2O4P2PmS2 as an isolated structure, from the Open Molecules 2025 dataset.

```
68
Properties=species:S:1:pos:R:3:mulliken_charge:R:1
C 2.76 -0.56 3.25 -1.124
C 2.16 -0.09 2.04 0.939
N 0.78 0.12 1.98 0.123
C 0.05 -0.18 3.07 0.812
C 0.61 -0.58 4.28 -1.020
C 1.99 -0.79 4.37 -0.448
C 3.01 0.13 0.94 -1.293
P 2.48 0.70 -0.66 1.236
Pm -0.33 1.18 -0.14 0.183
P -2.14 -0.56 1.33 1.030
C -1.47 -0.10 2.99 -1.315
C -0.39 0.50 -2.73 1.749
C -0.81 1.28 -3.94 -0.683
C -2.14 1.39 -4.25 -0.466
C -3.14 0.75 -3.48 -0.889
C -2.79 -0.09 -2.41 -0.479
C -1.45 -0.30 -2.09 -0.315
O 4.22 -3.51 -0.56 -0.625
O -0.78 -3.68 -1.28 -0.533
H 3.84 -0.71 3.25 0.349
H -0.06 -0.76 5.12 0.444
H 2.44 -1.12 5.30 0.403
C 3.66 2.05 -1.03 -1.370
C 3.02 -0.64 -1.81 -1.189
H -1.91 -0.80 3.72 0.498
H -1.81 0.92 3.25 0.500
H 4.58 -4.11 -1.19 0.294
H 4.07 -0.10 1.11 0.283
C -3.93 -0.37 1.61 -1.234
C -1.96 -2.38 1.45 -1.305
H -0.04 1.83 -4.49 0.402
H -2.44 1.98 -5.12 0.345
H -4.19 0.89 -3.76 0.374
H -3.58 -0.60 -1.85 0.352
H -1.15 -1.18 -1.49 0.788
H 0.19 1.18 -2.05 -0.921
H -1.03 -4.03 -2.15 0.271
H -0.71 -4.43 -0.72 0.270
H 3.43 -3.94 -0.20 0.308
H 0.57 0.03 -2.76 -0.559
H 4.29 1.77 -1.89 0.403
H 3.09 2.96 -1.25 0.241
H 4.29 2.21 -0.14 0.367
H 3.85 -0.27 -2.42 0.396
H 3.36 -1.53 -1.25 0.197
H 2.20 -0.94 -2.47 0.373
H -2.59 -2.77 2.26 0.430
H -2.23 -2.82 0.49 0.401
H -0.91 -2.63 1.65 0.341
H -4.27 -1.05 2.40 0.408
H -4.14 0.68 1.88 0.206
H -4.44 -0.61 0.67 0.356
O -1.29 3.56 3.36 -0.603
S -2.10 3.57 2.16 0.887
O -3.32 2.79 2.13 -0.612
N -1.13 3.08 0.87 -0.015
C -0.86 4.06 -0.04 0.793
S 0.18 3.71 -1.32 -0.480
C -1.58 5.28 0.24 -0.017
C -1.71 6.45 -0.52 -0.619
C -2.58 7.45 -0.09 -0.539
C -3.30 7.29 1.11 -0.581
C -3.17 6.14 1.88 -0.549
C -2.31 5.15 1.43 0.388
H -1.14 6.53 -1.44 0.433
H -2.69 8.36 -0.67 0.391
H -3.98 8.08 1.43 0.384
H -3.73 5.98 2.80 0.435
```

Results
- Total charge: 0
- ⟨S²⟩: 6.014
- Frontier orbital gap (spin up / spin down): 4.934 / 4.974 eV
- Maximum force: 0.040 Eh/bohr
- Spin multiplicity: 5
- HOMO level (spin up / spin down): -6.0 / -6.0 eV
- ΔE to the lowest compared entry with this formula, charge and spin: 0.0000 eV
- DFT total energy: -93394.54148 eV



(6)
The following is a quantum chemistry calculation of an isolated molecule of C10H13F5O5, from the Open Molecules 2025 dataset.

```
33
Properties=species:S:1:pos:R:3:mulliken_charge:R:1
C 0.72 1.86 2.45 -0.809
C -0.39 1.06 3.22 -0.370
O -0.31 -0.33 2.93 -0.375
C -1.46 -0.82 2.25 -0.929
C -1.48 -0.43 0.74 0.453
O -1.10 -1.59 0.01 -0.359
C -0.96 -1.36 -1.36 -1.399
C 0.13 -0.33 -1.78 1.239
C 1.63 -0.52 -1.33 0.807
F 2.03 0.63 -0.72 -0.291
F 2.46 -0.67 -2.35 -0.293
C 1.93 -1.66 -0.32 0.521
F 1.52 -2.85 -0.73 -0.266
F 3.27 -1.75 -0.25 -0.306
F 1.54 -1.39 0.90 -0.151
C -0.38 1.14 -1.89 -0.412
O -0.36 1.57 -3.24 -0.372
C 0.27 0.57 -3.96 0.463
O 0.75 0.72 -4.98 -0.444
O 0.22 -0.58 -3.22 -0.508
H 1.57 1.22 2.16 0.156
H 1.07 2.71 3.04 0.398
H 0.29 2.28 1.52 0.156
H -0.26 1.27 4.29 0.434
H -1.35 1.49 2.87 0.259
H -2.36 -0.38 2.73 0.379
H -1.48 -1.91 2.39 0.338
H -2.52 -0.17 0.48 0.394
H -0.77 0.41 0.64 -0.210
H -0.82 -2.28 -1.95 0.400
H -1.93 -0.94 -1.73 0.499
H 0.00 1.87 -1.15 0.265
H -1.47 1.15 -1.66 0.331
```

Results
- Total charge: 0
- Frontier orbital gap: 10.649 eV
- Maximum force: 0.069 Eh/bohr
- Structure (SMILES): CCOCCOC[C@]1(C(F)(F)C(F)(F)F)COC(=O)O1
- Spin multiplicity: 1
- HOMO level: -10.1 eV
- DFT total energy: -34404.17332 eV